Record 1
120
Properties=species:S:1:pos:R:3 method="wB97M-V/def2-TZVPD" homo_lumo_gap_ev=8.131 mol_weight_g_mol=813.9 spin_multiplicity=1 energy_ha=-2610.36436 charge=+1
C -0.072 1.874 -5.370
C -0.221 0.971 -4.613
C -0.371 -0.151 -3.692
N 0.233 0.144 -2.403
C -0.230 0.580 -1.199
N -1.476 0.841 -0.836
C -2.691 0.663 -1.637
C -3.157 -0.796 -1.594
C -4.157 -1.137 -2.702
C -4.182 -2.639 -3.024
O -3.866 -2.838 -4.412
B -1.640 1.311 0.578
O -1.515 2.625 0.875
O -1.943 0.378 1.558
N 0.779 0.740 -0.322
C 1.881 0.420 -0.988
C 3.230 0.515 -0.346
C 3.911 1.845 -0.709
F 3.034 0.464 1.014
N 1.607 0.059 -2.248
C 2.576 -0.331 -3.263
C 2.633 -1.839 -3.568
C 2.344 -2.731 -2.389
F 3.217 -2.464 -1.348
H 0.294 2.500 -6.150
H 0.185 -0.979 -4.126
H -1.397 -0.487 -3.597
H -3.459 1.281 -1.176
H -2.581 1.032 -2.653
H -3.515 -1.068 -0.606
H -2.270 -1.414 -1.773
H -5.155 -0.841 -2.389
H -3.862 -0.612 -3.604
H -3.460 -3.191 -2.425
H -5.186 -3.022 -2.868
H -3.053 -3.342 -4.472
H -1.170 2.703 1.775
H -2.865 0.488 1.823
H 3.883 -0.306 -0.624
H 3.741 2.553 0.094
H 4.972 1.703 -0.870
H 3.490 2.270 -1.619
H 2.361 0.198 -4.188
H 3.553 0.013 -2.951
H 3.610 -2.045 -3.998
H 1.919 -2.102 -4.349
H 1.314 -2.637 -2.045
H 2.475 -3.764 -2.709
C 7.420 -5.960 -4.013
C 6.058 -6.010 -4.271
C 5.160 -5.473 -3.359
C 5.625 -4.880 -2.192
C 6.988 -4.829 -1.936
C 7.885 -5.372 -2.845
H 8.120 -6.382 -4.721
H 5.696 -6.470 -5.182
H 4.096 -5.521 -3.558
H 4.926 -4.459 -1.480
H 7.351 -4.367 -1.026
H 8.947 -5.337 -2.642
C 7.375 4.941 -0.195
C 6.040 4.877 -0.569
C 5.056 5.378 0.274
C 5.409 5.950 1.488
C 6.744 6.017 1.860
C 7.726 5.510 1.021
H 8.142 4.550 -0.851
H 5.767 4.436 -1.520
H 4.014 5.325 -0.017
H 4.643 6.346 2.142
H 7.019 6.465 2.806
H 8.767 5.560 1.314
C -1.898 0.089 5.724
C -1.097 0.669 4.749
C 0.069 1.329 5.115
C 0.436 1.403 6.452
C -0.365 0.821 7.423
C -1.533 0.166 7.060
H -2.809 -0.425 5.442
H -1.379 0.608 3.704
H 0.696 1.784 4.358
H 1.348 1.913 6.736
H -0.076 0.876 8.465
H -2.159 -0.285 7.819
C -6.413 2.463 -4.923
C -5.701 3.613 -4.605
C -4.318 3.568 -4.504
C -3.645 2.374 -4.726
C -4.358 1.227 -5.050
C -5.741 1.269 -5.145
H -7.491 2.499 -5.000
H -6.226 4.544 -4.437
H -3.764 4.464 -4.252
H -2.567 2.335 -4.652
H -3.834 0.297 -5.237
H -6.296 0.374 -5.395
C 0.369 2.940 10.764
C 1.171 3.521 9.792
C 2.336 4.183 10.156
C 2.702 4.256 11.493
C 1.901 3.673 12.465
C 0.733 3.018 12.101
H -0.542 2.428 10.480
H 0.887 3.460 8.749
H 2.958 4.641 9.399
H 3.611 4.769 11.777
H 2.188 3.729 13.507
H 0.106 2.567 12.860
C -9.077 -5.951 -0.726
C -7.737 -5.737 -0.435
C -6.828 -5.531 -1.464
C -7.261 -5.531 -2.784
C -8.601 -5.742 -3.073
C -9.508 -5.955 -2.045
H -9.785 -6.115 0.076
H -7.401 -5.732 0.593
H -5.781 -5.370 -1.236
H -6.553 -5.366 -3.587
H -8.939 -5.741 -4.101
H -10.553 -6.125 -2.271


Record 2
48
Properties=species:S:1:pos:R:3 method="wB97M-V/def2-TZVPD" homo_lumo_gap_ev=9.548 mol_weight_g_mol=370.9 spin_multiplicity=1 energy_ha=-2218.39586 charge=0
C 1.945 -1.529 -3.927
C 3.013 -2.458 -3.293
Cl 3.201 -3.984 -4.260
C 4.377 -1.777 -3.027
O 4.784 -0.840 -4.024
S 5.418 -1.611 -5.356
O 6.890 -1.523 -5.320
O 4.986 -0.514 -6.579
S 4.612 -1.396 -7.986
H 1.220 -2.151 -4.471
H 1.436 -0.949 -3.126
H 2.415 -0.802 -4.609
H 2.626 -2.763 -2.307
H 5.156 -2.530 -2.815
H 4.266 -1.196 -2.096
H 5.144 -2.633 -7.683
C 1.833 1.537 -0.372
O 1.025 0.425 -0.725
C 0.454 -0.215 0.411
C -1.000 0.176 0.600
O -1.128 1.550 0.944
C -1.519 2.353 -0.158
H 2.040 2.104 -1.280
H 1.332 2.192 0.343
H 2.783 1.192 0.048
H 1.034 0.004 1.312
H 0.505 -1.293 0.231
H -1.416 -0.400 1.433
H -1.585 -0.057 -0.295
H -2.581 2.200 -0.377
H -0.926 2.138 -1.049
H -1.367 3.397 0.116
C -1.948 1.179 3.922
O -2.753 0.065 3.556
C -3.325 -0.593 4.679
C -4.781 -0.206 4.866
O -4.912 1.162 5.228
C -5.294 1.982 4.137
H -1.741 1.755 3.021
H -2.450 1.824 4.646
H -0.997 0.829 4.339
H -2.750 -0.386 5.586
H -3.270 -1.669 4.482
H -5.200 -0.796 5.687
H -5.358 -0.427 3.963
H -6.354 1.832 3.906
H -4.693 1.781 3.247
H -5.145 3.021 4.429